Formula: C4H8N2S
Source: OMol25
Level of theory: ωB97M-V/def2-TZVPD

Geometry as XYZ:
```
15
Properties=species:S:1:pos:R:3
C 0.073 1.863 -0.406
C 0.078 0.533 -0.310
C -1.281 -0.113 -0.013
N -1.509 -0.537 1.348
C 1.297 -0.287 -0.082
N 1.265 -1.491 -0.641
S 2.587 0.317 0.793
H -0.749 2.465 -0.708
H 1.046 2.429 -0.334
H -2.045 0.587 -0.319
H -1.440 -0.972 -0.677
H -1.228 0.238 1.982
H -0.880 -1.320 1.586
H 2.069 -2.090 -0.742
H 0.716 -1.622 -1.477
```

HOMO-LUMO gap in eV: 8.47
F_max in hartree/bohr: 0.0605
Relative energy (zero: lowest compared OMol25 entry of this formula, charge and spin) in eV: 1.488
Structure (SMILES): C=C(CN)C(N)=S
LUMO in eV: 0.11
E_HOMO in eV: -8.361

Here are the Löwdin charges for atoms 1 to 8, given in e: 0.052, -0.334, -0.289, 0.007, -0.863, 0.086, 0.626, 0.057

Formula: C4H8N2S
Source: OMol25
Level of theory: ωB97M-V/def2-TZVPD

Geometry as XYZ:
```
15
Properties=species:S:1:pos:R:3
C -0.855 2.716 0.345
C -0.684 -0.853 -1.159
C 0.516 -1.861 0.798
C 1.552 -1.387 -0.147
H -1.800 2.957 1.286
H -1.229 3.081 -0.745
H 0.137 3.440 0.734
H -1.459 -1.183 -1.815
H -0.035 -1.198 1.477
H 0.555 -2.961 1.289
H 1.730 -0.305 -0.470
H 2.264 -2.272 -0.266
N -0.988 0.392 -0.817
N 0.260 -1.781 -0.702
S 0.036 1.215 0.194
```

HOMO-LUMO gap in eV: 9.05
F_max in hartree/bohr: 0.0898
Relative energy (zero: lowest compared OMol25 entry of this formula, charge and spin) in eV: 5.427
LUMO in eV: 0.83
E_HOMO in eV: -8.215

Here are the Löwdin charges for atoms 1 to 8, given in e: -0.527, -0.277, -0.156, -0.190, 0.125, 0.064, 0.078, 0.094

Formula: C4H8N3
Source: OMol25
Level of theory: ωB97M-V/def2-TZVPD

Geometry as XYZ:
```
15
Properties=species:S:1:pos:R:3
C 0.916 0.497 -0.071
C 2.346 0.205 -0.024
C -0.129 -0.496 -0.030
C -1.467 -0.123 -0.056
N -2.766 -0.407 -0.205
N 0.205 -1.818 -0.047
N -2.333 1.010 0.120
H 0.729 1.316 0.520
H 0.873 1.043 -1.107
H 3.089 1.139 -0.012
H 2.742 -0.752 -0.021
H -0.511 -2.480 0.450
H 1.115 -2.098 -0.119
H -2.456 1.313 1.202
H -2.352 1.650 -0.601
```

HOMO-LUMO gap (spin up / spin down) in eV: 6.63 / 9.10
F_max in hartree/bohr: 0.1153
Relative energy (zero: lowest compared OMol25 entry of this formula, charge and spin) in eV: 7.715
LUMO (spin up / spin down) in eV: -5.62 / -3.61
Net charge: +1
E_HOMO (spin up / spin down) in eV: -12.245 / -12.714

Here are the Löwdin charges for atoms 1 to 8, given in e: -0.243, 0.072, -0.243, -0.233, 0.232, 0.203, 0.124, 0.100

Formula: C4H8N3
Source: OMol25
Level of theory: ωB97M-V/def2-TZVPD

Geometry as XYZ:
```
15
Properties=species:S:1:pos:R:3
C -1.917 -0.077 0.694
C -1.038 -0.237 -0.669
N 0.395 -0.117 -0.433
C 1.297 -1.043 -0.416
N 2.418 -0.598 0.013
C 2.216 0.601 0.460
N 0.973 0.993 0.085
H -2.307 1.005 0.941
H -1.332 -0.425 1.567
H -2.890 -0.587 0.402
H -1.341 0.570 -1.357
H -1.284 -1.266 -1.097
H 1.083 -1.979 -0.919
H 3.041 1.270 0.742
H 0.687 1.890 -0.014
```

HOMO-LUMO gap in eV: 11.55
F_max in hartree/bohr: 0.0844
Relative energy (zero: lowest compared OMol25 entry of this formula, charge and spin) in eV: 3.018
Structure (SMILES): CC[n+]1cnc[nH]1
LUMO in eV: -4.28
Net charge: +1
E_HOMO in eV: -15.834

Here are the Löwdin charges for atoms 1 to 8, given in e: -0.057, -0.120, -0.065, -0.098, 0.148, -0.040, 0.193, 0.105

Number 1: DFT total energy -18092.254 eV. Number 2: DFT total energy -18088.315 eV. Number 3: DFT total energy -8735.067 eV. Number 4: DFT total energy -8739.763 eV.